(1)
ORCA calculation (the ωB97M-V functional and the def2-TZVPD basis) on a molecular structure, C3H3MnO3 at a distorted geometry.

Summary:
E: -40617.1593 eV
Strongest force on any atom: 2.5 eV/A
Relative energy (zero: lowest compared OMol25 entry of this formula, charge and spin): 1.119 eV
Lowest unoccupied orbital energy (spin up / spin down): -0.32 / -0.97 eV
Kohn-Sham gap (spin up / spin down): 7.87 / 8.32 eV
HOMO (spin up / spin down): -0.301 / -0.342 Eh

Structure (ORCA input):
```
! RIJCOSX wB97M-V def2-TZVPD def2/J DEFGRID3
* xyz 0 7
Mn -0.4452 1.9982 -1.5024
O -1.9731 1.1214 -0.2062
O 0.0355 0.4013 -0.3246
O -1.3353 -0.5030 1.2406
C -1.0666 0.2557 0.3476
C 2.2123 -1.2063 0.2080
C 1.6654 -1.7780 -0.7550
H 2.7662 -0.8210 1.0529
H 0.9942 -0.5369 -0.2479
H -2.8533 1.0685 0.1870
*
```

Results of the Löwdin charge analysis, in e, for atoms 1 through 8:
1 Mn 0.914
2 O -0.051
3 O -0.243
4 O 0.145
5 C -0.731
6 C -0.150
7 C -0.113
8 H 0.035

---

(2)
ORCA calculation (the ωB97M-V functional and the def2-TZVPD basis) on a gas-phase ion, C20H46N2S2 (charge +2).

Summary:
E: -46123.5155 eV
Strongest force on any atom: 1.0 eV/A
Relative energy (zero: lowest compared OMol25 entry of this formula, charge and spin): 0.000 eV
Lowest unoccupied orbital energy: -4.45 eV
Kohn-Sham gap: 10.29 eV
HOMO: -0.542 Eh

Structure (ORCA input):
```
! RIJCOSX wB97M-V def2-TZVPD def2/J DEFGRID3
* xyz 2 1
S 0.1258 1.5739 0.0618
S 1.3516 1.5917 -1.5629
N 4.7904 0.0085 0.0929
N -3.5173 1.6732 -1.9009
C -3.9602 2.8466 -2.6820
C -5.9192 1.2481 -1.0964
C 5.6036 -0.2123 -1.1208
C 5.6251 0.7296 1.0762
C 3.5312 -1.3115 1.8964
C 3.6124 0.8679 -0.2261
C 5.1665 -3.1557 3.7959
C 4.2944 -3.6671 2.6499
C -6.4899 -1.5995 0.0511
C 4.3928 -1.3275 0.6371
C -6.3968 -0.3318 0.9036
C -4.4447 1.4353 -0.7482
C 6.1763 -4.2099 4.2331
C -3.4784 0.4962 -2.7885
C -6.7372 0.9696 0.1732
C -2.1457 1.9762 -1.3874
C -7.8826 -1.8362 -0.5203
C 3.1305 -2.7403 2.2925
C -1.4361 0.8690 -0.6162
C 2.5721 0.2697 -1.1662
H 3.1217 1.1338 0.7136
H 2.4709 -2.6662 3.1581
H -1.9811 0.5482 0.2690
H -7.9227 -2.8000 -1.0205
H -4.3518 2.2845 -0.0676
H -3.2739 -0.4063 -2.2166
H 5.6672 -5.1020 4.5871
H -8.6211 -1.8377 0.2764
H 6.0002 1.6551 0.6430
H 3.8662 -1.8673 -0.1525
H -2.2198 2.8527 -0.7379
H 4.0684 -0.8643 2.7309
H -8.1571 -1.0708 -1.2419
H 4.5296 -2.8942 4.6429
H 5.0590 -0.8079 -1.8497
H 2.5566 -3.1917 1.4799
H -6.6137 1.8022 0.8685
H -2.7076 0.6253 -3.5466
H -4.9252 2.6510 -3.1422
H -4.1014 0.5387 -0.2325
H -7.0987 -0.4282 1.7327
H 3.8662 -4.6247 2.9491
H 6.5183 -0.7433 -0.8635
H 2.6141 -0.7424 1.7358
H 5.8745 0.7401 -1.5732
H -6.2253 -2.4468 0.6861
H 2.0318 -0.5681 -0.7311
H -6.0573 0.4170 -1.7860
H 6.7974 -3.8299 5.0393
H -4.4343 0.3750 -3.2926
H -1.1818 0.0104 -1.2339
H 3.9907 1.7901 -0.6758
H -4.0492 3.7184 -2.0363
H -5.3987 -0.2676 1.3460
H 2.9856 -0.0096 -2.1330
H 6.8231 -4.4921 3.4053
H 5.3139 -1.8703 0.8535
H 4.9152 -3.8629 1.7727
H 6.4745 0.1140 1.3661
H 5.0494 0.9726 1.9660
H 5.7081 -2.2550 3.4941
H -5.7594 -1.5713 -0.7631
H -6.3263 2.1503 -1.5523
H -3.2439 3.0655 -3.4720
H -1.5218 2.2465 -2.2451
H -7.7877 0.9438 -0.1132
*
```

Results of the Löwdin charge analysis, in e, for atoms 1 through 8:
1 S 0.567
2 S 0.571
3 N -0.338
4 N -0.335
5 C 0.016
6 C -0.170
7 C 0.015
8 C 0.019